Below is a structure of composition C17H25B3Cl31IO3, with properties calculated with ωB97M-V/def2-TZVPD.

As for the LUMO energy: -0.023 eV. Its largest force on an atom is 1.9 eV Å⁻¹. The value obtained for the highest occupied orbital energy is -10.19 eV. The total energy comes out at -15526.95703 Eh.

```
! RIJCOSX wB97M-V def2-TZVPD def2/J DEFGRID3
* xyz 0 1
C 4.622 2.863 -2.229
C 3.832 1.588 -2.530
C 4.749 0.505 -3.088
C 2.721 1.946 -3.484
B 1.731 0.819 -3.826
O 1.517 -0.297 -3.020
B 0.260 -0.747 -2.972
I -0.423 -1.877 -1.269
O -0.636 -0.513 -3.954
B -0.352 0.732 -4.503
C -1.378 1.897 -4.518
C -2.145 1.982 -3.196
C -3.519 1.425 -3.340
Cl -2.330 3.726 -2.741
O 0.933 0.901 -4.949
H 4.078 3.736 -2.545
H 4.813 2.970 -1.175
H 5.564 2.883 -2.748
H 3.407 1.221 -1.615
H 4.506 -0.447 -2.647
H 4.691 0.406 -4.164
H 5.771 0.698 -2.835
H 3.096 2.371 -4.400
H 2.125 2.731 -3.032
H -2.098 1.768 -5.310
H -0.824 2.802 -4.663
H -1.626 1.521 -2.375
H -4.084 1.572 -2.438
H -4.009 1.986 -4.116
H -3.470 0.371 -3.567
C -3.953 2.256 0.834
Cl -5.712 2.223 0.921
Cl -3.278 2.496 2.447
Cl -3.330 0.794 0.076
H -3.660 3.099 0.220
C 7.166 -1.359 -0.333
Cl 5.808 -0.262 -0.074
Cl 7.967 -1.041 -1.871
Cl 8.316 -1.253 0.999
H 6.778 -2.367 -0.361
C -5.272 5.407 2.981
Cl -6.709 6.294 3.494
Cl -4.816 5.861 1.339
Cl -3.937 5.677 4.097
H -5.508 4.351 2.984
C 0.489 3.917 -0.347
Cl 0.518 2.175 -0.664
Cl -0.152 4.244 1.258
Cl 2.091 4.633 -0.537
H -0.171 4.374 -1.072
C -3.372 0.053 5.268
Cl -4.866 0.673 5.969
Cl -2.126 -0.112 6.509
Cl -3.660 -1.480 4.451
H -3.021 0.766 4.537
C 2.080 -4.590 -3.157
Cl 2.310 -5.615 -4.572
Cl 1.335 -5.497 -1.843
Cl 3.613 -3.891 -2.633
H 1.414 -3.781 -3.427
C -10.080 7.075 5.673
Cl -9.932 5.934 7.008
Cl -11.498 6.710 4.691
Cl -10.140 8.733 6.269
H -9.205 6.976 5.047
C 4.607 -7.671 -1.477
Cl 4.834 -8.697 -2.889
Cl 3.855 -8.581 -0.161
Cl 6.140 -6.977 -0.950
H 3.943 -6.860 -1.747
C 4.229 -7.978 3.445
Cl 3.079 -9.027 4.273
Cl 3.854 -6.278 3.729
Cl 5.882 -8.349 3.930
H 4.143 -8.165 2.386
C -2.219 -5.298 6.048
Cl -2.141 -6.368 7.448
Cl -3.577 -5.731 5.005
Cl -2.332 -3.614 6.546
H -1.308 -5.422 5.479
*
```

Below is a cluster of 6 separate species, C17H25BF9N10O13 in total, with properties calculated with ωB97M-V/def2-TZVPD.

As for the LUMO energy: -3.844 eV. Its largest force on an atom is 1.1 eV Å⁻¹. The value obtained for the highest occupied orbital energy is -12.53 eV. The total energy comes out at -3111.45762 Eh.

```
! RIJCOSX wB97M-V def2-TZVPD def2/J DEFGRID3
* xyz 1 1
O -1.108 2.310 -1.241
B -1.235 2.615 0.077
O -1.311 3.848 0.596
O -1.410 1.449 0.980
N -2.675 1.042 1.115
C -3.594 1.286 2.060
C -3.437 2.086 3.276
C -4.425 2.018 4.253
C -4.234 2.770 5.405
C -3.091 3.540 5.515
C -2.172 3.554 4.460
N -2.340 2.833 3.365
N -4.704 0.615 1.696
N -4.463 -0.020 0.586
N -3.243 0.214 0.221
C -2.605 -0.367 -0.961
C -1.452 -1.281 -0.537
C -0.810 -1.864 -1.779
F -0.422 -0.849 -2.596
F -1.713 -2.603 -2.465
C 0.461 -2.737 -1.451
F 1.563 -2.059 -1.835
F 0.528 -2.917 -0.116
C 0.501 -4.115 -2.155
F 0.292 -3.941 -3.467
F -0.489 -4.874 -1.640
C 1.851 -4.884 -1.968
F 2.396 -4.606 -0.785
F 1.616 -6.192 -2.040
F 2.705 -4.545 -2.925
H -0.252 2.652 -1.552
H -0.650 4.135 1.238
H -5.303 1.402 4.107
H -4.972 2.739 6.196
H -2.890 4.134 6.397
H -1.282 4.171 4.507
H -2.289 0.441 -1.617
H -3.407 -0.958 -1.404
H -1.852 -2.097 0.069
H -0.702 -0.731 0.030
C -2.070 -7.421 -2.820
N -2.412 -8.543 -3.738
O -3.551 -8.960 -3.722
O -1.515 -8.958 -4.441
H -2.960 -7.156 -2.261
H -1.274 -7.767 -2.168
H -1.724 -6.597 -3.436
C 2.948 4.191 5.486
N 1.531 4.630 5.549
O 1.112 5.088 6.588
O 0.857 4.505 4.538
H 3.397 4.378 6.454
H 2.959 3.135 5.237
H 3.429 4.774 4.705
C 4.165 -0.698 4.180
N 3.605 0.561 4.743
O 2.796 1.185 4.078
O 3.995 0.895 5.840
H 3.725 -0.858 3.204
H 5.241 -0.572 4.123
H 3.916 -1.496 4.873
C 2.358 0.710 -3.307
N 1.817 2.019 -2.860
O 1.012 2.584 -3.571
O 2.202 2.459 -1.790
H 1.906 0.463 -4.257
H 3.434 0.822 -3.398
H 2.110 -0.018 -2.543
C 2.799 3.291 -6.956
N 2.811 1.803 -7.013
O 3.232 1.195 -6.042
O 2.396 1.287 -8.023
H 3.196 3.601 -5.998
H 3.410 3.648 -7.780
H 1.768 3.607 -7.086
*
```

Below is a structure of composition C17H25BrClN3O3PS, with properties calculated with ωB97M-V/def2-TZVPD.

As for the LUMO energy: 2.029 eV. Its largest force on an atom is 1.9 eV Å⁻¹. The value obtained for the highest occupied orbital energy is -3.81 eV. The total energy comes out at -4826.64882 Eh.

```
! RIJCOSX wB97M-V def2-TZVPD def2/J DEFGRID3
* xyz -1 1
C 2.277 2.964 1.928
O 2.734 1.970 1.050
C 3.708 2.419 0.131
C 4.685 1.297 -0.215
C 4.065 -0.103 -0.264
C 3.839 -0.617 -1.686
C 3.098 -1.957 -1.707
C 1.570 -1.812 -1.706
C 0.982 -2.138 -0.338
C -0.378 -1.646 -0.057
C -0.715 -1.153 1.166
C -2.006 -0.666 1.505
P -2.299 0.095 3.146
O -1.541 1.519 2.858
Cl -0.876 -0.892 4.300
C -3.054 -0.656 0.628
C -4.404 -0.116 1.042
C -5.473 0.133 -0.020
C -5.230 1.293 -0.957
N -4.578 2.397 -0.375
O -5.562 1.289 -2.122
C -2.757 -1.182 -0.655
N -3.618 -1.296 -1.676
S -2.810 -1.917 -2.893
N -1.373 -2.085 -2.256
C -1.445 -1.652 -0.993
H 1.605 2.489 2.636
H 1.732 3.753 1.401
H 3.104 3.422 2.477
H 3.220 2.797 -0.773
H 4.256 3.261 0.563
H 5.107 1.518 -1.197
H 5.523 1.328 0.479
H 3.108 -0.103 0.247
H 4.707 -0.806 0.265
H 4.800 -0.692 -2.197
H 3.224 0.126 -2.198
H 3.404 -2.558 -0.851
H 3.406 -2.514 -2.590
H 1.305 -0.794 -2.004
H 1.141 -2.479 -2.449
H 1.622 -1.678 0.417
H 0.991 -3.303 -0.211
H 0.050 -1.120 1.922
H -0.999 1.459 2.062
H -4.834 -0.760 1.809
H -4.233 0.841 1.532
H -5.679 -0.732 -0.635
H -6.399 0.368 0.513
H -5.086 2.772 0.416
H -4.474 3.111 -1.085
Br 0.561 -5.197 -0.385
*
```